No. 1
Below is a molecular structure, C16H46N4O6Sr2 at a distorted geometry, with properties calculated with wB97M-V/def2-TZVPD.

Summary:
orbital gap: 6.14 eV
multiplicity: 1
F_max: 2.46 eV/A
electronic energy: -1368.6353 Eh
charge: +2
energy relative to the best compared isomer or geometry (same formula, charge and spin): 36.2 kcal per mole
E_HOMO: -13.05 eV

Atoms and positions in Å:
Sr  1.30275  0.00128  3.61819
Sr  -0.73760  2.71910  2.48372
O  0.43055  0.80728  1.43195
H  0.23578  0.22286  0.70405
O  -1.01122  0.73614  3.92484
H  -1.78680  0.20971  4.09212
C  5.67039  1.01432  0.14044
C  4.22546  0.80608  -0.26967
C  4.01993  -0.51651  -1.01400
O  4.77211  -0.49002  -2.24518
C  4.12695  0.27209  -3.27455
N  3.34215  0.87865  0.92961
H  5.71493  1.79564  0.90061
H  6.29802  1.33321  -0.68959
H  6.12210  0.11654  0.56956
H  3.96579  1.66447  -0.89321
H  2.99443  -0.88394  -1.11507
H  4.57340  -1.33299  -0.52826
H  4.50007  1.30367  -3.29450
H  3.05755  0.42765  -3.09840
H  4.32491  -0.23778  -4.21213
H  2.40667  0.74274  0.53762
H  3.41297  -0.03055  1.40853
C  -1.55156  -3.01699  0.92928
C  -1.07807  -3.14889  2.36440
C  -0.15952  -4.33295  2.58513
O  -0.76634  -5.55414  2.21895
C  -1.88832  -5.90752  2.99881
N  -0.40582  -1.88032  2.78967
H  -2.27371  -2.19709  0.87223
H  -2.01755  -3.91091  0.51661
H  -0.74436  -2.75712  0.23553
H  -1.90979  -3.20529  3.07326
H  0.11878  -4.45897  3.63547
H  0.71256  -4.19789  1.94097
H  -1.63268  -6.15315  4.03328
H  -2.33027  -6.80789  2.57448
H  -2.65776  -5.13412  2.92366
H  -1.04595  -1.10055  2.91349
H  0.08548  -1.62833  1.92822
C  -3.68768  -0.96790  -2.26026
C  -3.09243  -1.85440  -3.34557
C  -1.72741  -2.37144  -2.95871
O  -0.82395  -1.28530  -2.83611
C  0.41988  -1.58288  -2.24527
N  -4.01673  -2.96307  -3.57344
H  -3.28419  0.04964  -2.24421
H  -3.61324  -1.40768  -1.26391
H  -4.75722  -0.79821  -2.41199
H  -2.87943  -1.29954  -4.26990
H  -1.38094  -3.08851  -3.71754
H  -1.69856  -2.94271  -2.02074
H  1.25882  -1.41253  -2.91872
H  0.51074  -2.60786  -1.87229
H  0.43915  -0.90169  -1.38345
H  -3.56460  -3.66323  -4.16623
H  -4.77373  -2.66199  -4.18258
C  -1.25916  7.14470  0.97403
C  -1.40740  5.62320  1.12872
C  -0.71100  4.86661  0.00202
O  -1.14770  3.49819  0.02973
C  -0.61157  2.61892  -0.97571
N  -0.92116  5.23082  2.48395
H  -0.20217  7.43146  1.00018
H  -1.62507  7.63462  1.87866
H  -1.77947  7.49304  0.08734
H  -2.48554  5.45030  1.09246
H  0.38373  4.83763  0.08538
H  -0.96771  5.36101  -0.93676
H  -1.02210  2.87439  -1.95079
H  -0.99311  1.64155  -0.68166
H  0.47751  2.55786  -0.94698
H  -1.48355  5.68467  3.19896
H  0.01061  5.64278  2.56130

Cartesian forces, eV/Å:
Sr -1.2 -0.6 -0.6
Sr -0.6 -1.6 -0.7
O 0.4 0.5 1.3
H -0.1 -0.1 -0.3
O 1.2 1.0 -0.2
H -0.3 0.0 0.5
C 0.3 0.1 0.2
C 0.2 -0.1 0.6
C 2.3 -0.4 -0.8
O -1.6 0.3 0.1
C 0.3 0.5 0.5
N -0.9 -0.9 -0.2
H 0.0 0.1 -0.1
H -0.1 -0.1 -0.1
H -0.1 -0.1 0.0
H -0.3 -0.2 -0.1
H -0.3 0.5 -0.3
H -0.3 0.3 0.7
H 0.4 -0.2 -0.2
H -0.1 -0.6 0.0
H -0.1 0.2 -0.1
H -0.1 0.6 0.3
H 0.7 0.1 -0.1
C -0.4 0.3 -0.2
C -0.5 0.6 0.9
C -0.4 -0.7 0.2
O 0.2 0.1 -0.6
C -0.4 -0.2 -0.3
N 1.3 -0.2 -0.7
H -0.1 -0.1 -0.1
H 0.0 -0.1 0.3
H 0.2 -0.1 0.2
H -0.2 -0.3 -0.4
H 0.3 0.6 0.1
H 0.2 -0.2 0.1
H 0.1 0.3 0.1
H 0.2 0.0 -0.2
H -0.1 -0.1 0.4
H -0.3 -0.3 -0.2
H 0.0 0.2 0.0
C -0.5 0.8 0.0
C 0.0 0.3 0.1
C 0.6 -0.9 0.2
O -0.1 0.0 -0.4
C -0.5 0.2 0.4
N 0.3 -0.6 -0.7
H 0.4 -0.2 0.0
H 0.2 -0.2 -0.1
H 0.0 -0.3 -0.2
H -0.3 0.3 0.1
H 0.1 0.2 -0.2
H -0.5 0.1 0.1
H 0.0 0.2 -0.1
H -0.2 0.0 -0.1
H 0.7 -0.1 0.1
H 0.1 0.0 0.3
H -0.1 0.2 0.4
C 0.6 -0.3 0.5
C -0.2 1.2 0.1
C -0.1 -0.4 0.1
O 0.0 0.1 0.6
C -0.6 -0.3 0.3
N 0.4 0.0 -0.3
H 0.0 0.0 -0.6
H -0.5 0.0 -0.2
H 0.2 0.3 0.0
H 0.1 -0.5 -0.1
H 0.0 0.5 0.1
H 0.0 -0.2 -0.1
H 0.3 0.1 -0.1
H 0.0 0.0 -0.3
H 0.0 0.4 -0.1
H 0.0 0.1 -0.1
H -0.1 0.1 0.2

***

No. 2
Below is a molecular structure, C16H47AgBN2O8 at a distorted geometry, with properties calculated with wB97M-V/def2-TZVPD.

Summary:
orbital gap (alpha / beta): 7.28 / 6.86 eV
multiplicity: 2
F_max: 4.69 eV/A
electronic energy: -1520.6218 Eh
E_HOMO (alpha / beta): -8.51 / -8.51 eV

Atoms and positions in Å:
Ag  0.91513  2.11883  0.27975
C  3.71916  -3.14118  -1.09600
C  3.89701  -2.00985  -0.18115
O  2.75130  -1.35611  0.30166
H  2.99811  -3.83369  -0.66171
H  4.63085  -3.71362  -1.26699
H  3.28893  -2.76794  -2.02535
H  4.62911  -1.34469  -0.63907
H  4.44541  -2.44051  0.65663
B  -1.82468  1.01631  -0.93451
H  -1.11244  0.32514  -0.51116
H  -2.76678  0.58819  -1.24012
H  -2.06202  1.73937  -0.16960
H  -1.44150  1.66213  -1.70932
C  2.34593  -5.15170  3.38100
O  1.15959  -4.31502  3.51506
C  -0.00238  -4.95415  2.87982
C  -1.31049  -4.27596  3.17114
N  -1.31034  -2.94003  2.66816
C  -2.68127  -2.36779  2.74412
C  -3.39434  -2.18866  4.12385
O  -2.59162  -1.78436  5.17516
C  -3.16878  -1.91039  6.46611
H  2.48956  -5.71857  2.46115
H  2.31132  -5.97367  4.09603
H  3.26526  -4.56617  3.39079
H  -0.11880  -5.98973  3.19938
H  0.07646  -4.99066  1.79329
H  -1.41223  -4.22929  4.25538
H  -2.13991  -4.90498  2.84787
H  -1.13609  -2.95333  1.67340
H  -3.41048  -2.82547  2.07562
H  -2.64075  -1.35164  2.35181
H  -3.74308  -3.20077  4.32909
H  -4.30604  -1.59274  4.08172
H  -2.96670  -2.93095  6.79126
H  -4.21970  -1.62536  6.51544
H  -2.55214  -1.29469  7.12091
C  -3.10137  -2.75826  -3.63902
C  -4.10375  -1.67067  -4.10839
O  -3.50432  -0.49491  -4.25991
O  -2.81050  -2.59898  -2.24957
H  -2.27841  -2.81829  -4.35122
H  -3.58207  -3.73461  -3.70042
H  -4.96751  -1.63218  -3.44466
H  -4.49453  -1.87955  -5.10426
H  -3.12808  -0.15251  -3.44578
H  -2.80613  -1.65136  -2.09598
C  -1.43304  5.73508  -1.71877
C  -2.98461  5.66714  -1.69764
O  -3.46819  4.52901  -2.39581
O  -0.84943  5.33762  -0.48848
H  -1.07412  6.75271  -1.87273
H  -1.01569  5.16931  -2.55173
H  -3.26570  6.65146  -2.07208
H  -3.36666  5.67300  -0.67680
H  -3.14788  3.76676  -1.90798
H  -1.22707  5.91093  0.18256
C  5.31546  5.06737  -1.05541
C  3.99302  4.34213  -1.10305
C  3.96178  3.36305  -2.27992
O  2.72395  2.64967  -2.22467
C  2.36521  1.95195  -3.45632
N  3.60671  3.68591  0.10851
H  6.12807  4.44261  -0.68465
H  5.33176  5.94065  -0.40333
H  5.60811  5.42360  -2.04310
H  3.34976  5.18332  -1.36138
H  4.79999  2.66722  -2.31634
H  3.96175  3.87512  -3.24215
H  2.41688  2.59182  -4.33723
H  1.35720  1.53771  -3.43615
H  3.01378  1.11058  -3.70036
H  3.65598  4.40784  0.81311
H  4.40879  3.15160  0.41064

Cartesian forces, eV/Å:
Ag -0.4 -0.1 -0.9
C -1.6 -1.2 -0.9
C 0.2 0.9 0.8
O 1.3 -0.7 -0.6
H -0.1 -0.1 -0.1
H 0.1 0.3 -0.1
H 0.2 -0.3 -0.3
H -0.1 0.8 0.2
H -0.1 0.4 0.9
B 0.7 0.5 0.0
H 3.1 -3.1 1.5
H -3.5 -2.1 -1.2
H -1.2 2.9 3.5
H 1.9 2.2 -3.6
C -0.7 -0.1 -0.2
O 0.0 -1.5 -1.3
C 0.6 -0.1 0.2
C 0.9 0.1 1.3
N -2.0 0.8 0.2
C 0.0 2.4 0.4
C 0.1 -2.3 -0.5
O 0.7 1.1 0.2
C 1.2 -0.3 -0.4
H -0.9 0.3 -0.8
H 0.3 0.3 0.7
H -0.3 0.3 0.8
H 0.4 -0.2 0.3
H 0.7 0.1 -0.3
H -0.1 0.1 0.2
H -0.1 -0.3 -0.5
H 0.4 0.0 -0.2
H -0.1 -0.7 0.1
H 0.5 0.1 -0.3
H -0.4 -0.4 0.5
H 0.0 0.4 -0.6
H -0.7 -0.3 0.2
H -0.1 -0.1 0.0
H -0.3 0.3 0.0
C -2.0 -0.5 0.1
C -0.5 -3.0 -0.1
O 1.6 3.5 -0.4
O 0.4 0.1 -0.8
H 0.6 0.5 0.4
H -0.2 -0.1 -0.1
H -0.1 -0.1 0.4
H -0.1 -0.6 -0.1
H 0.0 0.3 0.3
H 0.3 0.3 0.6
C -0.3 0.7 0.4
C 1.3 -0.1 -0.1
O -0.2 1.1 -0.1
O 0.4 -0.8 0.2
H -0.3 0.4 -0.3
H -0.2 -0.4 0.3
H -0.8 -0.5 -0.9
H 0.2 -0.1 0.4
H 0.1 -0.4 0.1
H 0.0 -0.1 0.1
C 1.2 -0.1 0.2
C 0.4 0.7 -2.0
C -1.2 -0.3 -0.4
O -0.6 -0.9 -0.9
C 0.4 0.2 0.1
N -0.2 0.1 1.2
H 0.1 -0.3 -0.1
H -0.4 0.0 0.1
H 0.0 0.0 -0.1
H -1.0 -0.5 0.2
H 0.3 -0.2 0.4
H 0.3 0.5 0.0
H 0.0 0.5 0.1
H 0.0 0.3 0.7
H 0.4 -0.1 0.5
H -0.6 0.3 0.4
H 0.2 -0.8 -0.1

***

No. 3
Below is 8 unconnected molecules or ions with the total composition C16H48N6O8 at a distorted geometry, with properties calculated with wB97M-V/def2-TZVPD.

Summary:
orbital gap: 9.12 eV
multiplicity: 1
SMILES string: NC(N)=O.NC(N)=O.NC(N)=O.CC(C)O.CC(C)O.CC(C)O.CC(C)O.CO
F_max: 9.97 eV/A
electronic energy: -1568.6575 Eh
energy relative to the best compared isomer or geometry (same formula, charge and spin): 180.4 kcal per mole
E_HOMO: -9.37 eV

Atoms and positions in Å:
N  -1.89392  2.74776  -0.13835
C  -0.98253  3.25842  0.60995
N  0.03336  2.42174  0.74314
O  -1.08621  4.46483  1.18207
H  -2.72641  3.36016  -0.38291
H  -2.10714  1.78466  -0.32625
H  0.87664  2.87557  1.02905
H  0.32432  1.72829  0.09367
N  2.37839  -1.21931  3.51675
C  1.38417  -1.86577  4.03683
N  0.24914  -1.25533  4.08846
O  1.45880  -3.27969  4.37804
H  3.21372  -1.73204  3.38639
H  2.30919  -0.29482  3.08927
H  -0.62341  -1.79614  4.20843
H  0.08045  -0.24611  3.99880
N  2.09490  1.21846  2.16428
C  2.89221  1.08512  1.09005
N  4.24199  1.00359  1.37360
O  2.42253  1.20691  -0.23450
H  1.10886  1.37317  1.83828
H  2.35469  1.66744  3.10949
H  4.83111  0.96476  0.54056
H  4.54933  0.62029  2.24092
C  -4.27563  0.28132  0.68119
C  -3.00159  -0.44257  1.04544
C  -2.92699  -1.99006  1.41553
O  -2.07805  -0.24957  0.23837
H  -4.15435  1.37079  0.48591
H  -4.89101  0.13742  1.52919
H  -4.69124  -0.38364  0.00639
H  -2.70155  -0.02681  2.00266
H  -2.95658  -2.72328  0.63513
H  -3.78268  -2.09337  2.05295
H  -2.05635  -2.18603  2.17071
H  -1.29593  -0.56717  0.73816
C  1.66860  0.30874  -3.99592
C  2.99620  0.35962  -3.36010
C  4.09384  -0.36078  -4.12023
O  3.42434  1.51740  -3.11738
H  0.99429  0.57705  -3.16111
H  1.56837  -0.74571  -4.22498
H  1.44714  0.94578  -4.84025
H  3.01859  -0.17715  -2.35762
H  4.20093  -0.08237  -5.12733
H  3.69899  -1.37715  -4.24488
H  5.03355  -0.40277  -3.63726
H  3.23772  1.63734  -2.19769
C  0.75615  -3.26396  0.74513
C  1.03051  -1.73196  0.65689
C  0.72205  -1.29649  -0.82739
O  0.28894  -1.03079  1.41768
H  1.11694  -3.48669  1.80940
H  1.53068  -3.80236  0.10747
H  -0.24661  -3.48652  0.45964
H  2.07706  -1.55244  0.80932
H  1.50818  -1.69208  -1.49564
H  0.66077  -0.17789  -0.85600
H  -0.19692  -1.66113  -1.18428
H  0.33561  -1.34455  2.35720
C  -2.96848  -1.17126  -2.98678
C  -2.29596  0.14172  -3.00383
C  -1.74412  0.52016  -4.47241
O  -2.99009  1.14166  -2.64038
H  -3.44664  -1.23848  -2.04580
H  -2.15367  -1.98479  -2.96819
H  -3.54385  -1.43993  -3.89516
H  -1.46154  0.11800  -2.26318
H  -1.12454  1.38032  -4.46789
H  -2.65608  0.70202  -5.04379
H  -1.21285  -0.29345  -4.93450
H  -3.41466  0.69544  -1.85882
C  -0.83761  2.22394  4.05930
O  -0.64904  1.20663  3.04006
H  0.16549  2.40538  4.47821
H  -1.50794  1.78252  4.79383
H  -1.18804  3.15859  3.72310
H  -0.50853  1.75937  2.23393

Cartesian forces, eV/Å:
N -5.7 1.3 -2.7
C -1.3 6.4 2.3
N 3.2 -0.1 1.8
O 1.0 -5.3 -2.3
H 1.7 -0.9 0.7
H 1.0 -0.6 0.1
H 0.3 0.8 0.1
H -0.4 -0.6 -1.3
N 2.2 1.1 -0.3
C 0.9 -9.6 2.3
N -4.6 1.2 0.9
O -0.2 7.5 -1.9
H 0.7 -0.5 0.0
H -0.4 -0.6 0.2
H 1.2 0.2 0.4
H 0.4 -0.5 -0.3
N -1.6 1.1 0.7
C 0.6 1.7 -5.4
N -1.5 0.1 -2.0
O 2.4 -0.8 7.1
H 1.4 -0.7 1.3
H -0.2 -0.8 -2.5
H -0.1 -0.2 0.7
H 0.3 -0.1 0.3
C 0.9 -0.5 1.2
C -4.1 -2.1 6.6
C -0.6 1.2 2.5
O 7.3 2.2 -6.4
H -0.1 -1.1 -0.3
H -0.9 0.4 1.0
H -1.5 -0.3 -2.5
H -0.2 0.5 1.0
H 0.1 -0.2 -0.7
H -0.8 -0.8 0.4
H -1.2 0.5 -1.8
H 0.7 0.2 -1.0
C -1.3 -0.9 1.3
C 0.9 -6.8 -0.5
C -2.0 -2.3 -0.4
O 2.4 8.3 1.7
H -0.3 -0.2 -0.7
H -0.9 -0.2 -0.4
H 0.5 0.2 -0.3
H -0.9 -0.3 -1.0
H 0.3 1.1 -1.4
H 0.5 -0.3 0.2
H 0.9 0.2 0.7
H 0.0 1.2 1.0
C 3.7 0.6 1.3
C 2.0 -4.1 -6.9
C 1.8 0.9 1.0
O -3.9 3.4 4.8
H -1.3 -0.5 -1.1
H -1.2 0.6 0.5
H -0.7 -0.4 0.2
H 1.1 0.0 0.2
H -0.3 0.5 0.2
H 0.4 -1.0 -0.3
H -1.4 -0.7 -0.2
H -0.5 0.5 -1.0
C 1.9 -2.5 -1.4
C 7.1 -3.0 -4.3
C -1.4 -1.4 1.5
O -5.9 4.1 3.7
H -1.2 -0.5 0.8
H -1.0 1.1 0.1
H -0.3 0.5 0.8
H 0.4 -0.8 -0.7
H 0.5 0.9 0.2
H 0.1 0.2 -0.2
H 0.3 -0.4 -0.1
H -0.4 1.8 -0.4
C 1.3 -1.9 0.7
O -0.6 1.5 0.2
H -0.4 0.1 0.4
H 0.1 0.3 0.2
H -0.7 0.9 -0.8
H -0.2 -1.0 0.1